Record 1
{
  "formula": "C10H8N2",
  "method": "the ωB97M-V functional and the def2-TZVPD basis",
  "homo_energy_ev": -9.6,
  "smiles": "c1ccc(-c2ccccn2)nc1",
  "orbital_gap_ha": 0.3745,
  "energy_ha": -495.22197,
  "spin_multiplicity": 1,
  "total_charge": 0,
  "lumo_energy_ev": 0.6,
  "elements": ["C", "C", "C", "C", "C", "C", "C", "C", "C", "N", "N", "C", "H", "H", "H", "H", "H", "H", "H", "H"],
  "xyz": [[1.981, 2.826, -0.255], [1.437, 2.515, 0.911], [0.592, 1.453, 0.986], [0.354, 0.660, -0.072], [-0.521, -0.549, -0.034], [0.084, -1.751, -0.320], [-0.753, -2.876, -0.156], [-2.189, -2.674, 0.127], [-2.570, -1.424, 0.217], [-1.835, -0.307, 0.128], [0.895, 0.906, -1.269], [1.765, 2.028, -1.308], [2.511, 3.535, -0.415], [1.641, 3.140, 1.814], [0.157, 1.006, 2.065], [0.949, -1.747, -0.488], [-0.374, -4.023, -0.194], [-3.002, -3.436, 0.150], [-3.573, -1.409, 0.463], [2.450, 2.128, -2.348]],
  "forces_ev_per_a": [[-4.38, -6.49, -0.37], [-1.09, 0.89, 3.99], [-1.37, -1.73, 5.58], [-0.30, -0.51, -2.69], [-1.16, 2.05, -0.67], [-13.95, -2.08, 3.44], [-0.91, -2.46, 0.07], [4.02, -3.54, -1.33], [-0.37, 2.49, 0.20], [1.22, -0.87, 0.77], [2.44, 2.32, -0.09], [-0.46, -4.07, -4.40], [6.67, 8.80, -1.35], [-0.20, -0.65, -0.81], [1.14, 1.73, -2.97], [12.68, -0.50, -2.50], [-0.68, 3.06, -0.17], [1.35, 0.23, 0.19], [-2.29, 1.44, 0.21], [-2.36, -0.10, 2.91]],
  "lowdin_charge": [-0.119, -0.079, -0.048, -0.290, -0.236, 0.004, 0.005, -0.082, -0.207, 0.156, 0.135, -0.082, 0.012, 0.134, 0.184, -0.001, 0.145, 0.117, 0.083, 0.167]
}

***

Record 2
{
  "formula": "C5H14O",
  "method": "the ωB97M-V functional and the def2-TZVPD basis",
  "homo_energy_ev": -10.7,
  "smiles": "CCCCC.O",
  "orbital_gap_ha": 0.4254,
  "energy_ha": -274.09624,
  "spin_multiplicity": 1,
  "total_charge": 0,
  "lumo_energy_ev": 0.9,
  "elements": ["C", "C", "C", "C", "C", "H", "H", "H", "H", "H", "H", "H", "H", "H", "H", "H", "H", "O", "H", "H"],
  "xyz": [[-2.104, 1.307, 1.578], [-1.399, 1.246, 0.160], [-1.218, -0.207, -0.356], [-0.089, -1.055, 0.185], [-0.443, -2.560, 0.291], [-1.505, 1.843, 2.337], [-3.115, 1.690, 1.675], [-2.019, 0.265, 1.893], [-1.887, 2.010, -0.430], [-0.377, 1.575, 0.404], [-1.038, -0.126, -1.429], [-2.208, -0.577, -0.087], [0.241, -0.736, 1.176], [0.770, -0.995, -0.485], [-0.918, -2.959, 1.189], [0.237, -3.264, -0.195], [-1.317, -2.676, -0.399], [4.356, 1.165, -1.749], [4.460, 1.519, -0.859], [5.209, 0.751, -1.924]],
  "forces_ev_per_a": [[1.49, -0.90, 0.07], [1.31, 0.57, 2.50], [-1.31, 1.66, -0.40], [0.56, -0.96, 1.18], [-2.12, -0.12, -2.07], [-0.15, 0.06, -0.53], [-0.19, -0.21, -0.50], [-0.68, 0.00, 0.53], [0.13, -0.39, -0.93], [-0.19, 0.47, -0.50], [-0.67, -0.33, -0.13], [0.06, -1.00, -0.67], [0.07, 0.31, -0.03], [0.05, 0.29, 0.12], [0.77, 0.32, 0.45], [0.47, 0.21, 0.73], [0.41, 0.03, 0.17], [0.22, -0.02, 0.17], [-0.13, 0.02, -0.07], [-0.10, -0.01, -0.10]],
  "lowdin_charge": [-0.107, -0.240, -0.249, -0.263, -0.114, 0.065, 0.058, 0.055, 0.091, 0.093, 0.110, 0.102, 0.101, 0.103, 0.066, 0.063, 0.067, -0.064, 0.032, 0.032]
}

***

Record 3
{
  "formula": "C30H29ClN3O3ReS4",
  "method": "the ωB97M-V functional and the def2-TZVPD basis",
  "homo_energy_ev": -7.0,
  "orbital_gap_ha": 0.2708,
  "energy_ha": -3681.72282,
  "spin_multiplicity": 1,
  "total_charge": 0,
  "lumo_energy_ev": 0.3,
  "elements": ["Re", "O", "N", "C", "C", "C", "C", "C", "S", "H", "H", "H", "H", "O", "S", "C", "C", "C", "C", "S", "O", "C", "C", "C", "C", "C", "C", "C", "C", "C", "C", "C", "C", "H", "H", "H", "H", "H", "H", "H", "H", "H", "H", "H", "H", "H", "H", "H", "H", "H", "H", "N", "C", "H", "S", "C", "N", "Cl", "C", "C", "C", "C", "C", "C", "C", "H", "H", "H", "H", "H", "H"],
  "xyz": [[-0.221, 0.281, 0.367], [0.394, 2.222, 0.911], [-0.131, 3.316, 0.351], [0.607, 4.441, 0.361], [0.079, 5.607, -0.118], [-1.225, 5.597, -0.624], [-1.943, 4.427, -0.642], [-1.378, 3.244, -0.150], [-2.139, 1.712, -0.117], [1.607, 4.317, 0.743], [0.683, 6.501, -0.120], [-1.661, 6.505, -1.016], [-2.944, 4.380, -1.044], [1.904, 0.168, 0.815], [2.930, 1.287, 0.961], [4.448, 0.389, 0.532], [4.365, -1.075, 0.948], [3.645, -1.937, -0.103], [2.880, -3.108, 0.510], [1.139, -3.197, -0.007], [0.591, -1.818, 0.137], [1.411, -3.526, -1.742], [1.518, -4.855, -2.126], [1.657, -5.155, -3.472], [1.667, -4.133, -4.413], [1.551, -2.810, -4.010], [1.425, -2.497, -2.665], [3.166, 1.412, 2.727], [2.433, 0.595, 3.568], [2.584, 0.740, 4.942], [3.456, 1.688, 5.451], [4.178, 2.511, 4.593], [4.027, 2.385, 3.223], [5.257, 0.938, 1.015], [4.551, 0.508, -0.548], [3.836, -1.132, 1.902], [5.371, -1.454, 1.136], [4.359, -2.301, -0.843], [2.937, -1.304, -0.637], [2.836, -3.048, 1.599], [3.282, -4.089, 0.249], [1.464, -5.648, -1.388], [1.730, -6.188, -3.789], [1.746, -4.372, -5.465], [1.539, -2.013, -4.742], [1.307, -1.470, -2.347], [1.742, -0.124, 3.150], [2.005, 0.114, 5.609], [3.569, 1.798, 6.522], [4.850, 3.260, 4.993], [4.567, 3.039, 2.548], [-1.052, -0.221, 3.273], [-0.741, -0.040, 2.111], [-2.002, -0.115, 3.603], [0.552, 0.895, -2.122], [1.644, 2.141, -1.892], [2.407, 3.003, -1.741], [-1.773, -3.522, -5.642], [-1.859, -2.799, -4.057], [-1.969, -1.422, -3.935], [-2.010, -0.853, -2.674], [-1.914, -1.631, -1.518], [-1.931, -1.025, -0.144], [-1.832, -3.012, -1.681], [-1.809, -3.605, -2.936], [-2.018, -0.805, -4.822], [-2.093, 0.223, -2.584], [-1.894, -1.830, 0.594], [-2.904, -0.552, 0.011], [-1.798, -3.645, -0.800], [-1.734, -4.678, -3.045]],
  "forces_ev_per_a": [[0.25, -0.07, -0.16], [-0.17, -0.06, 0.13], [0.00, -0.03, -0.10], [-0.01, 0.00, -0.02], [0.01, 0.00, 0.00], [0.01, -0.01, 0.00], [-0.03, 0.02, -0.02], [0.05, -0.07, 0.01], [-0.04, 0.07, -0.01], [0.01, 0.02, 0.00], [0.00, 0.00, 0.00], [0.00, 0.00, 0.00], [0.00, 0.00, 0.00], [0.15, 0.17, -0.01], [0.00, -0.05, 0.07], [-0.02, 0.07, -0.05], [-0.02, -0.06, 0.00], [0.03, 0.07, 0.02], [-0.07, -0.04, 0.00], [0.04, -0.11, 0.03], [-0.05, 0.13, -0.23], [0.00, 0.03, 0.08], [-0.04, -0.03, -0.02], [-0.01, 0.00, 0.01], [0.02, 0.01, 0.00], [0.03, -0.01, -0.01], [0.00, 0.00, -0.02], [-0.02, -0.01, -0.02], [0.02, 0.01, 0.03], [-0.03, -0.03, -0.04], [0.03, 0.03, 0.00], [0.00, -0.01, 0.05], [0.00, -0.03, -0.06], [0.01, -0.01, 0.01], [0.00, 0.02, 0.00], [0.02, -0.04, -0.01], [0.02, 0.01, -0.04], [-0.01, -0.02, 0.00], [0.01, 0.01, -0.01], [-0.03, 0.03, 0.00], [0.02, 0.00, 0.01], [0.00, 0.01, 0.00], [0.01, 0.00, 0.00], [-0.01, 0.00, 0.00], [0.00, 0.00, 0.00], [-0.02, 0.02, 0.01], [-0.03, 0.00, 0.02], [0.00, 0.00, 0.00], [0.00, 0.00, 0.00], [0.00, 0.00, 0.00], [0.00, 0.00, 0.00], [0.04, -0.12, -0.11], [-0.22, 0.15, 0.16], [0.03, 0.03, 0.05], [-0.15, -0.09, 0.10], [0.16, 0.03, 0.05], [0.03, 0.00, 0.02], [-0.01, 0.00, -0.02], [-0.01, 0.03, 0.01], [-0.01, -0.03, -0.02], [0.02, 0.01, 0.00], [-0.04, 0.03, -0.01], [-0.04, -0.07, 0.03], [-0.02, -0.03, 0.02], [0.03, -0.02, 0.00], [0.00, 0.01, 0.00], [-0.01, -0.01, 0.00], [0.04, -0.01, -0.02], [0.03, 0.04, 0.02], [0.02, 0.00, 0.00], [0.00, -0.01, 0.01]],
  "lowdin_charge": [1.093, -0.353, -0.177, -0.026, -0.044, -0.056, -0.065, -0.601, 0.763, 0.130, 0.110, 0.111, 0.112, -0.663, 1.048, -0.281, -0.214, -0.220, -0.294, 1.039, -0.623, -0.393, -0.094, -0.075, -0.081, -0.059, -0.081, -0.370, -0.063, -0.056, -0.076, -0.077, -0.085, 0.095, 0.102, 0.097, 0.121, 0.125, 0.079, 0.092, 0.094, 0.110, 0.106, 0.106, 0.118, 0.024, 0.092, 0.111, 0.105, 0.106, 0.114, 0.071, -0.388, 0.058, 0.603, -0.870, 0.042, 0.647, -0.679, -0.100, -0.104, -0.302, -0.330, -0.066, -0.116, 0.108, 0.061, 0.052, 0.021, 0.112, 0.107]
}

***

Record 4
{
  "formula": "C9H17NO3",
  "method": "the ωB97M-V functional and the def2-TZVPD basis",
  "homo_energy_ev": -7.8,
  "smiles": "CO[C@@H]1OCC2(CCN(C)CC2)O1",
  "orbital_gap_ha": 0.3163,
  "energy_ha": -633.32500,
  "spin_multiplicity": 1,
  "total_charge": 0,
  "lumo_energy_ev": 0.8,
  "elements": ["C", "O", "C", "O", "C", "C", "C", "C", "N", "C", "C", "C", "O", "H", "H", "H", "H", "H", "H", "H", "H", "H", "H", "H", "H", "H", "H", "H", "H", "H"],
  "xyz": [[4.106, -0.843, -0.264], [2.579, -0.706, -0.154], [1.854, 0.214, -0.880], [2.003, 1.467, -0.071], [1.257, 0.798, 1.143], [-0.028, 0.143, 0.413], [-0.654, -0.944, 1.056], [-1.847, -1.281, 0.457], [-2.751, -0.130, 0.066], [-4.035, -0.552, -0.579], [-2.293, 1.062, -0.511], [-0.874, 1.469, 0.216], [0.517, -0.296, -0.771], [4.202, -0.735, -1.413], [4.785, -0.435, 0.623], [4.208, -2.078, -0.252], [2.158, 0.075, -1.912], [0.964, 1.559, 2.066], [1.797, -0.327, 1.437], [0.058, -1.589, 1.272], [-0.775, -0.361, 2.057], [-1.505, -1.890, -0.464], [-2.504, -1.961, 1.106], [-4.250, -1.548, -0.219], [-3.976, -0.731, -1.717], [-4.743, 0.321, -0.315], [-2.223, 0.698, -1.535], [-3.016, 1.696, -0.546], [-1.149, 1.840, 1.271], [-0.476, 2.252, -0.257]],
  "forces_ev_per_a": [[-1.94, -3.59, -1.30], [3.61, -2.36, 0.12], [0.06, -0.34, 1.98], [-2.38, -3.41, 0.66], [-0.26, -1.69, 1.63], [2.76, 6.88, -0.87], [-0.48, 5.72, 5.71], [-5.35, -2.45, -3.46], [-1.79, -3.06, 2.25], [1.24, 1.19, -0.01], [7.01, -4.19, -0.08], [-5.45, -4.10, 2.17], [1.91, 0.93, -2.51], [1.11, 0.91, 2.08], [-1.77, -0.16, -2.45], [-0.14, 3.18, 0.50], [0.03, 1.56, -0.40], [1.19, -1.89, -2.82], [-0.87, 4.28, 0.12], [2.85, -3.94, 0.61], [-0.65, -1.43, -0.61], [-0.95, 0.54, 0.75], [0.94, 0.80, -1.00], [-0.78, 0.11, 0.58], [0.17, 0.77, 1.20], [0.48, -1.92, -0.64], [1.32, 1.10, -1.18], [-4.32, 4.61, 0.46], [0.21, -0.62, -1.47], [2.28, 2.56, -2.04]],
  "lowdin_charge": [-0.011, -0.243, -0.347, -0.050, -0.033, -0.534, -0.198, -0.181, -0.228, -0.085, -0.170, -0.005, 0.016, 0.097, 0.120, 0.121, 0.168, 0.175, 0.188, 0.094, 0.182, 0.157, 0.148, 0.058, 0.096, 0.110, 0.113, 0.043, 0.138, 0.058]
}